Arrangement a

ORCA calculation (ωB97M-V/def2-TZVPD) on a molecular structure, BaH16O8.

Each line ends with the natural charge from an NBO analysis.
Atoms and positions in Å:
Ba (-0.175, -0.241, 0.047)  1.895
O (-0.960, -1.928, 2.048)  -1.006
H (-1.874, -2.168, 2.260)  0.509
H (-0.425, -2.429, 2.680)  0.511
O (-1.210, 2.201, 1.048)  -0.990
H (-1.400, 3.021, 0.569)  0.509
H (-0.868, 2.493, 1.904)  0.495
O (1.079, -1.094, -2.465)  -0.989
H (1.748, -0.832, -3.111)  0.506
H (0.991, -2.051, -2.586)  0.493
O (1.285, 0.695, 2.136)  -0.998
H (2.212, 0.420, 2.111)  0.496
H (1.221, 1.232, 2.940)  0.516
O (-1.410, 0.619, -2.134)  -1.001
H (-1.094, 0.614, -3.050)  0.518
H (-2.321, 0.935, -2.194)  0.499
O (-2.905, -0.144, 0.294)  -0.993
H (-3.477, 0.330, -0.322)  0.499
H (-3.442, -0.230, 1.095)  0.508
O (1.686, 1.554, -1.438)  -0.982
H (2.578, 1.539, -1.063)  0.493
H (1.809, 1.787, -2.367)  0.500
O (2.184, -1.830, 0.283)  -0.984
H (2.718, -1.701, 1.080)  0.492
H (2.048, -2.790, 0.235)  0.504

## Properties
Gap between HOMO and LUMO   12.2 eV
E_HOMO   -18.39 eV
Net charge   +2
Spin multiplicity   1


Arrangement b

ORCA calculation (ωB97M-V/def2-TZVPD) on a molecular structure, BaH16O8.

Each line ends with the natural charge from an NBO analysis.
Atoms and positions in Å:
Ba (-0.635, -0.159, 0.349)  1.901
O (1.056, 0.618, 2.521)  -0.964
H (1.785, 1.132, 2.254)  0.491
H (0.383, 1.180, 2.954)  0.487
O (-0.729, 1.416, -2.115)  -0.986
H (-1.598, 1.832, -2.235)  0.500
H (-0.079, 2.050, -2.454)  0.497
O (-2.608, -0.878, -1.755)  -0.987
H (-2.706, -0.531, -2.640)  0.502
H (-3.043, -1.705, -1.791)  0.496
O (1.910, 0.754, -0.770)  -0.945
H (2.410, 1.354, -0.179)  0.487
H (1.688, 1.435, -1.377)  0.472
O (0.293, -1.574, -1.912)  -0.989
H (0.035, -2.440, -2.274)  0.498
H (0.970, -1.329, -2.557)  0.503
O (-0.270, 2.647, 0.700)  -0.991
H (-0.127, 3.325, 1.362)  0.508
H (-0.762, 3.124, 0.056)  0.494
O (1.383, -2.148, 0.760)  -0.992
H (1.090, -3.063, 0.778)  0.495
H (2.333, -2.168, 0.861)  0.510
O (-1.033, -1.501, 2.793)  -0.982
H (-1.018, -1.040, 3.633)  0.500
H (-0.740, -2.323, 3.038)  0.496

## Properties
Gap between HOMO and LUMO   11.7 eV
E_HOMO   -18.06 eV
Net charge   +2
Spin multiplicity   1


Question: which arrangement is favored energetically? Ranking from most to least stable: arrangement a, arrangement b.


Arrangement a

ORCA calculation (ωB97M-V/def2-TZVPD) on 2 unconnected molecules or ions with the total composition C4H9PS.

Each line ends with the natural charge from an NBO analysis.
Atoms and positions in Å:
C (-2.754, -1.188, -0.533)  -0.497
C (-2.007, -0.091, -0.446)  -0.186
C (1.623, 1.566, -0.615)  -0.606
C (1.573, 0.235, 0.125)  -0.743
P (0.166, 0.127, 1.366)  0.531
S (0.408, -1.888, 1.804)  -0.284
H (-3.332, -1.411, -1.426)  0.207
H (-2.752, -1.878, 0.238)  0.203
H (-2.093, 0.783, -0.976)  0.155
H (2.532, 1.672, -1.372)  0.210
H (0.754, 1.649, -1.219)  0.205
H (1.710, 2.438, 0.013)  0.206
H (2.488, 0.181, 0.677)  0.227
H (1.582, -0.504, -0.711)  0.231
H (0.101, -1.692, 3.075)  0.140

## Properties
Gap between HOMO and LUMO (alpha / beta)   8.0 / 7.7 eV
E_HOMO (alpha / beta)   -8.30 / -7.74 eV
Net charge   0
Spin multiplicity   1


Arrangement b

ORCA calculation (ωB97M-V/def2-TZVPD) on C4H9PS in the gas phase.

Each line ends with the natural charge from an NBO analysis.
Atoms and positions in Å:
C (-0.582, 0.773, -1.317)  -0.262
C (-1.240, -0.208, -0.530)  -0.528
C (1.607, 0.555, -0.175)  -0.786
C (-0.897, -0.278, 0.946)  -0.644
P (0.953, -0.691, 0.921)  1.052
S (1.737, -0.845, 2.764)  -0.626
H (-0.304, 0.477, -2.357)  0.208
H (-0.587, 1.924, -1.254)  0.231
H (-2.337, -0.031, -0.623)  0.249
H (-1.077, -1.186, -0.865)  0.219
H (1.948, 0.130, -1.064)  0.231
H (1.861, 1.468, 0.373)  0.248
H (-0.791, 0.643, 1.326)  0.217
H (-1.450, -0.944, 1.688)  0.258
H (1.158, -1.788, 0.168)  -0.068

## Properties
Gap between HOMO and LUMO (alpha / beta)   7.6 / 7.5 eV
E_HOMO (alpha / beta)   -8.04 / -8.02 eV
Net charge   0
Spin multiplicity   1


Question: which arrangement is favored energetically? Ranking from most to least stable: arrangement b, arrangement a.


Arrangement a

ORCA calculation (ωB97M-V/def2-TZVPD) on C6H14 in the gas phase.

Each line ends with the natural charge from an NBO analysis.
Atoms and positions in Å:
C (-1.884, -1.553, -1.421)  -0.601
C (-1.363, -0.626, -0.325)  -0.396
C (0.153, -0.438, -0.384)  -0.387
C (0.753, 0.344, 0.791)  -0.215
C (2.272, 0.442, 0.647)  -0.599
C (0.127, 1.737, 0.923)  -0.612
H (-1.651, -1.157, -2.417)  0.201
H (-2.970, -1.678, -1.358)  0.208
H (-1.427, -2.547, -1.345)  0.200
H (-1.859, 0.349, -0.407)  0.197
H (-1.640, -1.030, 0.659)  0.193
H (0.417, 0.082, -1.320)  0.191
H (0.635, -1.425, -0.439)  0.197
H (0.539, -0.216, 1.714)  0.190
H (2.718, 0.977, 1.493)  0.206
H (2.733, -0.551, 0.598)  0.207
H (2.542, 0.983, -0.269)  0.200
H (0.744, 2.392, 1.548)  0.208
H (0.031, 2.215, -0.060)  0.201
H (-0.871, 1.699, 1.374)  0.210

## Properties
Gap between HOMO and LUMO   12.2 eV
Structure (SMILES)   CCCC(C)C
E_HOMO   -10.98 eV
Net charge   0
Spin multiplicity   1


Arrangement b

ORCA calculation (ωB97M-V/def2-TZVPD) on 2 unconnected molecules or ions with the total composition C6H14.

Each line ends with the natural charge from an NBO analysis.
Atoms and positions in Å:
C (2.574, -0.040, -0.349)  -0.656
C (1.215, -0.684, -0.456)  -0.197
C (0.037, -0.052, -0.485)  0.022
C (-0.085, 1.447, -0.404)  -0.661
C (-1.254, -0.829, -0.637)  -0.424
C (-2.356, -0.427, 0.348)  -0.607
H (2.612, 0.724, 0.436)  0.215
H (3.340, -0.786, -0.115)  0.217
H (2.872, 0.444, -1.289)  0.217
H (1.205, -1.772, -0.534)  0.194
H (0.442, 0.133, 2.860)  -0.008
H (0.393, -0.119, 2.161)  0.003
H (-0.639, 1.751, 0.493)  0.220
H (0.890, 1.939, -0.376)  0.218
H (-0.638, 1.840, -1.266)  0.217
H (-1.040, -1.899, -0.530)  0.206
H (-1.633, -0.694, -1.661)  0.203
H (-2.675, 0.611, 0.197)  0.202
H (-3.237, -1.064, 0.217)  0.212
H (-2.023, -0.524, 1.388)  0.207

## Properties
Gap between HOMO and LUMO   10.0 eV
Structure (SMILES)   C/C=C(\C)CC.[H][H]
E_HOMO   -8.85 eV
Net charge   0
Spin multiplicity   1


Question: which arrangement is favored energetically? Ranking from most to least stable: arrangement a, arrangement b.